# C5H11NO2

A cluster of 2 separate species, C5H11NO2 in total in a non-equilibrium geometry (ωB97M-V with the def2-TZVPD basis set, the OMol25 dataset).

```
19
Properties=species:S:1:pos:R:3:forces:R:3
C 1.450 0.800 1.511 0.7 -0.5 0.1
C 0.988 -0.410 1.202 0.1 0.8 -0.6
C 1.917 -1.552 0.905 -0.2 -0.3 0.2
C 0.704 2.059 1.759 -0.4 0.2 0.3
H 2.532 0.870 1.636 0.0 0.1 0.0
H -0.071 -0.513 1.009 -0.2 -0.2 0.1
H 1.484 -2.517 1.176 0.0 0.0 0.3
H 2.156 -1.669 -0.154 0.0 0.3 -0.1
H 2.841 -1.394 1.459 0.1 -0.2 -0.1
H -0.326 2.017 1.405 0.0 -0.1 0.0
H 1.191 2.926 1.313 0.1 -0.1 -0.2
H 0.672 2.277 2.831 0.0 0.0 0.0
N -2.345 -0.489 -3.155 -0.6 -0.2 0.1
C -2.337 -0.462 -1.703 0.8 0.4 -0.7
O -1.238 0.179 -1.272 -0.3 -0.1 0.0
O -3.145 -0.939 -0.984 -0.6 -0.3 0.6
H -3.252 -0.128 -3.448 0.1 0.3 0.0
H -2.447 -1.467 -3.405 0.3 -0.2 -0.1
H -0.774 0.413 -2.085 0.3 0.2 0.1
```
Positions in Å, forces in eV/Å.

Summary:
* gap between HOMO and LUMO: 9.50 eV
* LUMO: 0.6 eV
* ΔE to the lowest compared entry with this formula, charge and spin: 112.3 kJ/mol